P.
C6H35NO12 | ωB97M-V/def2-TZVPD

The geometry in XYZ format:
```
54
Properties=species:S:1:pos:R:3:nbo_charge:R:1
C -1.58 2.99 1.88 -0.60
C -1.74 1.49 1.73 -0.44
N -0.79 -0.41 -0.16 -0.88
C -1.96 0.36 -0.46 0.16
C -2.35 1.34 0.36 -0.27
C -2.41 0.48 -2.83 -0.35
C -2.79 -0.01 -1.66 -0.22
H -0.64 3.17 1.24 0.22
H -2.53 3.47 1.67 0.20
H -1.27 3.41 2.95 0.20
H -2.37 0.96 2.52 0.21
H -0.79 1.06 1.89 0.19
H -0.43 -0.38 0.83 0.39
H -0.62 -1.39 -0.32 0.39
H -3.03 2.16 0.07 0.22
H -3.02 0.58 -3.72 0.20
H -1.45 0.92 -2.89 0.17
H -3.70 -0.59 -1.51 0.21
H 2.01 -4.27 -0.60 0.48
H 0.72 -4.64 0.17 0.48
O 1.05 -4.36 -0.66 -0.96
H 1.71 -1.47 3.04 0.48
H 0.72 -0.87 4.02 0.47
O 0.93 -1.69 3.50 -0.97
H -0.47 -3.44 2.92 0.52
H -1.47 -4.38 2.07 0.48
O -0.63 -4.15 2.33 -0.99
H 1.89 1.87 -2.52 0.49
H 0.51 1.51 -3.27 0.51
O 1.20 2.15 -3.08 -0.98
H 2.09 -0.09 -2.54 0.48
H 0.84 -0.85 -1.73 0.50
O 1.23 -0.47 -2.58 -0.99
H 0.84 2.23 -0.29 0.49
H 1.21 3.71 -0.37 0.51
O 1.46 2.89 -0.02 -0.95
H -2.85 -3.44 0.89 0.48
H -4.06 -2.62 1.38 0.47
O -3.21 -2.90 1.63 -0.98
H 3.85 0.95 -0.17 0.46
H 4.83 0.45 -0.95 0.47
O 4.48 0.26 -0.06 -0.94
H -0.67 4.45 -2.53 0.48
H 0.46 3.41 -2.15 0.49
O -0.11 4.15 -1.88 -1.01
H 2.79 2.32 -0.95 0.50
H 3.61 3.09 -2.06 0.49
O 3.48 2.23 -1.64 -1.01
H -1.46 -4.52 0.19 0.48
H -2.01 -4.19 -1.25 0.50
O -2.20 -4.39 -0.34 -0.95
H 4.04 -0.26 3.10 0.52
H 3.35 -1.50 2.13 0.50
O 3.29 -0.79 2.72 -1.00
```

Its net charge is 0. As for the frontier orbital gap: 8.375 eV. The calculation puts the HOMO energy at -8.2 eV.

Q.
C6H35NO12 | ωB97M-V/def2-TZVPD

The geometry in XYZ format:
```
54
Properties=species:S:1:pos:R:3:nbo_charge:R:1
C -0.26 2.54 0.22 -0.75
C -0.20 1.34 1.12 0.68
O 0.26 1.60 2.25 -0.74
N -0.58 0.07 0.90 -0.59
C -1.06 -0.41 -0.39 -0.24
C -2.49 -0.91 -0.37 -0.24
C -2.68 -2.11 0.59 -0.60
C -2.96 -1.10 -1.79 -0.62
H 0.42 3.32 0.52 0.26
H -1.35 2.83 0.30 0.26
H -0.17 2.46 -0.86 0.23
H -0.54 -0.57 1.67 0.41
H -0.76 0.27 -1.20 0.24
H -0.31 -1.19 -0.66 0.21
H -3.16 -0.12 0.02 0.19
H -2.33 -3.05 0.18 0.22
H -3.76 -2.12 0.79 0.22
H -2.20 -1.95 1.56 0.19
H -3.38 -0.16 -2.19 0.22
H -3.67 -1.89 -2.12 0.23
H -2.10 -1.39 -2.42 0.20
O 4.08 2.08 -0.97 -0.92
H 3.53 2.57 -1.58 0.45
H 4.47 1.39 -1.50 0.47
O -1.15 1.59 -3.14 -0.94
H -1.32 1.11 -3.96 0.46
H -0.47 2.18 -3.48 0.48
O 1.30 1.67 -2.77 -0.95
H 1.31 1.17 -1.94 0.50
H 2.20 1.96 -2.94 0.48
O 2.51 -2.41 -1.59 -0.99
H 1.72 -2.89 -1.28 0.50
H 2.35 -2.29 -2.52 0.51
O 0.84 -2.45 3.32 -0.98
H 1.30 -1.68 3.71 0.50
H -0.09 -2.24 3.35 0.45
O 0.98 -3.94 0.51 -0.98
H 1.75 -3.52 0.95 0.50
H 0.36 -3.75 1.22 0.48
O 3.41 -2.10 0.86 -0.97
H 3.35 -1.14 0.86 0.46
H 3.14 -2.29 -0.06 0.49
O -0.54 3.64 3.63 -0.94
H -1.48 3.42 3.64 0.45
H -0.22 2.72 3.57 0.49
O 1.15 -1.03 -3.61 -0.97
H 1.31 -0.09 -3.40 0.49
H 0.36 -0.98 -4.15 0.47
O -2.82 3.45 1.22 -0.91
H -2.01 3.23 1.68 0.47
H -3.04 2.59 0.83 0.46
O 1.63 -0.02 4.04 -0.98
H 0.98 0.66 3.85 0.52
H 2.43 -0.04 3.53 0.49
```

Its net charge is 0. As for the frontier orbital gap: 9.590 eV. The calculation puts the HOMO energy at -10.1 eV. Its structure (SMILES) is CC(=O)NCC(C)C.O.O.O.O.O.O.O.O.O.O.O.

Stability summary - winner: Q; margin: 2.569 eV.